Record 1
# C20H20Cl2N4OS

An isolated molecule of C20H20Cl2N4OS in a non-equilibrium geometry (the ωB97M-V functional and the def2-TZVPD basis, the OMol25 dataset).

Its HOMO energy is -8.504 eV. For the energy above the lowest of the compared OMol25 structures with the same formula, charge and spin, the calculation gives 1.406 eV. Its frontier orbital gap is 0.33201 hartree. As for the SMILES: Clc1ccc(CSc2nnc(CN3CCOCC3)n2-c2ccccc2)cc1Cl. The charge is 0. The value obtained for the total energy is -2386.95419 Eh.

XYZ file:
```
48
Properties=species:S:1:pos:R:3:forces:R:3
Cl -5.193523 1.797167 2.394622 -0.0546 0.1269 0.1170
C -4.540882 1.686507 0.804273 0.0589 -0.1910 -0.0987
C -4.282610 2.842592 0.081809 0.0251 -0.0216 -0.0224
C -3.742105 2.759273 -1.186608 -0.0731 -0.1377 0.0385
C -3.464317 1.521225 -1.759133 -0.2205 -0.0521 0.1809
C -2.768469 1.437212 -3.074530 0.5112 -0.0563 0.1668
S -0.975895 1.751822 -2.779658 -0.1127 0.1591 -0.4647
C -0.653927 0.313173 -1.854686 0.0693 0.1622 -0.0880
N -1.111223 -0.879657 -2.118601 -0.2435 0.6597 -0.7598
N -0.624143 -1.712924 -1.190711 0.3154 -0.8823 0.7913
C 0.136106 -1.035265 -0.378107 -0.0810 0.0763 0.2202
C 0.885852 -1.595229 0.775668 0.1032 -0.0700 -0.0176
N 2.285517 -1.783119 0.408833 0.0049 -0.0233 0.0415
C 3.172423 -2.006605 1.540709 0.0354 -0.2599 0.0970
C 3.078051 -3.432291 2.096180 0.0377 0.3134 0.0840
O 3.338238 -4.382914 1.086995 0.1174 -0.0176 -0.0057
C 2.436691 -4.237888 0.007620 -0.1101 0.2036 -0.2578
C 2.495671 -2.826694 -0.588099 0.0714 -0.3040 0.0103
N 0.150066 0.285485 -0.747203 -0.4518 -0.6392 -0.4823
C 0.756742 1.375515 -0.093317 0.2973 0.5287 0.4070
C -0.026019 2.457327 0.292594 0.0118 -0.1272 0.0629
C 0.567242 3.524597 0.941067 -0.0169 0.0271 -0.0139
C 1.926266 3.510453 1.209090 0.0564 0.0454 0.0350
C 2.696937 2.423617 0.830864 0.0104 0.0669 0.0586
C 2.118504 1.351138 0.175770 -0.0945 0.0218 -0.1308
C -3.737927 0.364022 -1.039794 -0.0738 0.1038 -0.0574
C -4.267464 0.444134 0.238420 -0.0430 0.2269 0.0996
Cl -4.569124 -1.002264 1.123604 0.0013 -0.1576 -0.0217
H -4.499418 3.801421 0.525142 -0.0411 0.0784 0.0674
H -3.520364 3.662225 -1.735368 0.0197 0.1259 -0.0526
H -2.845149 0.453176 -3.530280 -0.1111 0.0809 -0.0703
H -3.081180 2.216816 -3.766059 -0.0119 -0.0352 -0.0470
H 0.377437 -2.521257 1.078657 -0.0263 0.1518 0.0323
H 0.851164 -0.881935 1.605206 -0.0318 -0.1149 0.0159
H 2.950967 -1.277384 2.322541 0.0388 0.0304 0.0266
H 4.193304 -1.839660 1.182086 0.0224 -0.0034 0.1134
H 3.831000 -3.595279 2.869145 -0.0972 0.0468 0.0331
H 2.079418 -3.604989 2.527884 0.0742 -0.0194 0.0079
H 2.734112 -4.977833 -0.736296 -0.1090 0.0310 -0.0055
H 1.412992 -4.463417 0.342443 0.0637 -0.0404 -0.0240
H 1.744734 -2.727740 -1.372534 0.0724 -0.0256 -0.0615
H 3.488199 -2.661331 -1.018578 -0.0421 -0.0776 -0.0641
H -1.087531 2.455448 0.092004 -0.0707 -0.0276 -0.0162
H -0.037080 4.366520 1.242440 -0.0548 0.0772 0.0323
H 2.383815 4.346225 1.716471 0.0414 0.0734 0.0473
H 3.755341 2.409898 1.042719 0.0953 0.0017 0.0153
H 2.701158 0.492173 -0.119961 0.0148 -0.0708 -0.0348
H -3.519598 -0.603489 -1.465336 0.0018 -0.0646 -0.0052
```
Positions in Å, forces in eV/Å.



Record 2
# C20H20ClN3O4

An isolated molecule of C20H20ClN3O4 (the ωB97M-V functional and the def2-TZVPD basis, the OMol25 dataset).

Its HOMO energy is -8.198 eV. For the energy above the lowest of the compared OMol25 structures with the same formula, charge and spin, the calculation gives 1.485 eV. Its frontier orbital gap is 0.32309 hartree. As for the SMILES: COc1ccc(CCNC(=O)c2cc(-c3cc(Cl)ccc3O)n[nH]2)cc1OC. The charge is 0. The value obtained for the total energy is -1699.57146 Eh.

XYZ file:
```
48
Properties=species:S:1:pos:R:3:forces:R:3
C -0.002312 -0.792835 -4.989610 -0.1182 -0.0146 -0.2338
O 0.554275 -0.631834 -3.709575 0.1391 0.2019 0.4010
C 0.376285 0.555344 -3.070117 0.0706 -0.1472 0.0440
C -0.336904 1.634468 -3.562244 0.0456 -0.3036 -0.1129
C -0.475916 2.795152 -2.811997 0.0956 0.0865 0.2280
C 0.106994 2.902191 -1.564447 0.0423 0.1736 -0.1966
C -0.136675 4.097531 -0.685834 -0.2450 -0.1229 0.0680
C -1.458740 3.912560 0.087561 0.1349 0.3238 0.0408
N -1.509887 2.609918 0.706776 -0.1200 -0.1487 -0.0514
C -1.171462 2.391336 1.995244 -0.2405 0.0949 -0.2595
O -1.071773 3.261785 2.841604 0.1099 0.0438 0.1960
C -0.929188 0.971355 2.321181 0.2473 -0.6034 0.1396
C -0.754313 -0.169157 1.557417 -0.1006 0.2654 0.3604
C -0.435236 -1.187713 2.480481 -0.1572 0.6621 0.0469
C -0.132166 -2.585762 2.209631 0.0803 -0.4161 0.2284
C 0.030911 -3.021519 0.894149 0.0440 -0.1959 0.1617
C 0.308096 -4.346344 0.625655 -0.0456 0.1220 0.1067
Cl 0.514317 -4.854913 -1.015891 0.0317 -0.0803 -0.2373
C 0.424958 -5.271300 1.653358 -0.0245 0.1600 0.0061
C 0.273297 -4.850111 2.956936 -0.0255 0.1269 0.0939
C 0.004236 -3.515083 3.258447 0.0282 -0.0269 -0.3752
O -0.115352 -3.179702 4.553712 -0.0365 0.0378 0.1424
N -0.428725 -0.682378 3.717998 0.1301 -0.4804 0.1241
N -0.718764 0.602120 3.604036 -0.1617 0.4110 -0.3438
C 0.846425 1.825700 -1.071449 0.1408 -0.1693 -0.0642
C 0.986647 0.657522 -1.798288 0.0054 -0.2282 -0.0862
O 1.661821 -0.448706 -1.380993 -0.3449 0.1454 -0.4293
C 2.423590 -0.370021 -0.201606 0.1802 0.0222 0.3172
H 0.269812 -1.799610 -5.301908 -0.0459 0.0788 -0.0243
H 0.408097 -0.069297 -5.702057 -0.0254 -0.0187 0.0344
H -1.093924 -0.703797 -4.970283 0.0475 0.0113 0.0014
H -0.798099 1.584641 -4.535410 -0.0264 -0.0708 -0.1059
H -1.046560 3.618674 -3.214107 -0.0730 0.1124 -0.0499
H -0.203043 5.009470 -1.279211 0.0523 0.0527 0.0126
H 0.678190 4.205852 0.031321 0.0157 0.0646 0.0021
H -1.544896 4.656795 0.880866 -0.0919 -0.0421 -0.1195
H -2.307290 4.004920 -0.595350 0.0547 0.0565 0.0716
H -1.480968 1.828755 0.069305 0.0135 -0.0303 0.1484
H -0.847670 -0.267604 0.495758 0.0109 0.0246 -0.2653
H -0.044125 -2.324935 0.075132 -0.0071 0.1008 -0.1326
H 0.637079 -6.304919 1.431786 0.0225 -0.0933 -0.0398
H 0.365107 -5.544309 3.776861 0.0113 -0.0876 0.0950
H -0.266271 -2.214353 4.620898 0.0393 -0.0675 0.0486
H -0.759519 1.213975 4.405763 0.0266 -0.0638 -0.0782
H 1.308590 1.916149 -0.100181 0.0690 -0.0426 0.1117
H 3.177591 0.421251 -0.263740 -0.0340 -0.0141 -0.0050
H 1.796057 -0.205456 0.681290 0.0391 0.0186 -0.0549
H 2.917407 -1.335805 -0.108867 -0.0042 0.0705 0.0344
```
Positions in Å, forces in eV/Å.



Record 3
# C20H20F4N2O3

An isolated molecule of C20H20F4N2O3 (the ωB97M-V functional and the def2-TZVPD basis, the OMol25 dataset).

Its HOMO energy is -8.356 eV. For the energy above the lowest of the compared OMol25 structures with the same formula, charge and spin, the calculation gives 0.019 eV. Its frontier orbital gap is 0.31989 hartree. As for the SMILES: COc1ccc([C@H](CNC(=O)c2cc(F)c(F)c(F)c2F)N2CCOCC2)cc1. The charge is 0. The value obtained for the total energy is -1508.79339 Eh.

XYZ file:
```
49
Properties=species:S:1:pos:R:3:forces:R:3
C -3.832697 -4.929745 -0.358853 -0.1747 -0.0883 -0.1179
O -2.763854 -4.343047 0.342897 0.2370 0.1570 0.1549
C -2.442391 -3.048315 0.079171 0.0962 0.1375 0.0256
C -1.377875 -2.521652 0.813998 -0.1316 -0.2182 -0.0925
C -0.970410 -1.220214 0.621674 -0.1497 -0.0504 -0.0310
C -1.611181 -0.403035 -0.306789 -0.1846 0.1049 -0.0722
C -1.121810 1.003137 -0.578623 0.1352 -0.0181 -0.1362
C -0.013564 0.905317 -1.651054 -0.2045 0.3923 -0.0899
N 1.168457 0.243258 -1.158976 -0.4103 -0.2046 0.0019
C 2.352774 0.868855 -1.089132 0.1499 -0.2897 0.0725
O 2.533708 2.000458 -1.500835 0.1193 0.2363 -0.0824
C 3.513975 0.097033 -0.508992 0.1828 -0.1502 0.1805
C 4.761429 0.699415 -0.660475 0.1489 -0.1599 0.1097
C 5.909013 0.111961 -0.171831 -0.3352 -0.1239 0.0108
F 7.090654 0.711793 -0.339129 0.0618 -0.0973 0.0657
C 5.850415 -1.107881 0.498351 -0.1201 0.0946 -0.0653
F 6.952319 -1.686696 0.976195 -0.2227 0.0973 -0.0829
C 4.612572 -1.718117 0.664505 -0.0333 0.0584 -0.0508
F 4.525739 -2.885742 1.307158 0.0510 0.1634 -0.0795
C 3.458872 -1.119934 0.163324 0.3280 0.1776 -0.0645
F 2.301394 -1.770887 0.366905 0.0171 -0.0406 0.0216
N -0.646405 1.610170 0.658748 -0.0323 -0.1196 -0.1157
C -1.691458 1.732196 1.669219 -0.2270 0.2508 0.0881
C -2.638834 2.911070 1.408871 0.0203 -0.3436 0.0864
O -1.936279 4.129393 1.294802 0.0131 0.0742 0.0738
C -0.950266 4.053838 0.284993 0.2953 -0.1505 -0.0160
C 0.023235 2.900090 0.549257 -0.1158 0.3242 -0.0742
C -2.670006 -0.929062 -1.029026 0.2001 0.0991 0.1399
C -3.090114 -2.236050 -0.844672 -0.1345 -0.3617 0.0049
H -3.643491 -4.950161 -1.437070 -0.0141 0.0155 0.0402
H -4.775897 -4.408870 -0.164507 0.0387 -0.0110 -0.0201
H -3.903448 -5.950778 0.012470 -0.0364 0.0657 -0.0607
H -0.884827 -3.158099 1.530897 0.0625 -0.0940 0.1120
H -0.165532 -0.814369 1.214467 0.0992 0.0633 0.0865
H -1.944840 1.573304 -1.047178 0.0849 -0.1269 0.0002
H 0.285409 1.890509 -2.011509 -0.0496 -0.1332 -0.0086
H -0.419197 0.334202 -2.493735 -0.0015 0.1612 0.0668
H 1.011823 -0.661606 -0.744484 0.3456 0.0172 0.0209
H 4.808927 1.649526 -1.171705 0.0226 0.0379 -0.0117
H -2.263912 0.805472 1.719343 0.0016 0.0389 0.0920
H -1.190534 1.889607 2.629250 -0.0933 -0.0191 0.0421
H -3.329137 3.036381 2.244646 -0.0272 -0.0787 -0.0711
H -3.223796 2.730093 0.492805 -0.0017 0.0341 0.0672
H -0.425966 5.010146 0.302454 0.0083 -0.0516 -0.0964
H -1.431354 3.929902 -0.698372 0.0222 0.0480 0.0354
H 0.794605 2.877843 -0.216792 0.0480 0.0015 0.0052
H 0.509969 3.075278 1.514411 0.0407 0.0732 -0.0712
H -3.185077 -0.311697 -1.751970 -0.0555 0.0853 -0.0638
H -3.921151 -2.604303 -1.425081 -0.0746 -0.0783 -0.0302
```
Positions in Å, forces in eV/Å.